{"formula": "C28H12BrCrF10N3O4PS4", "method": "wB97M-V/def2-TZVPD", "elements": ["Cr", "F", "C", "C", "F", "C", "F", "C", "P", "C", "C", "C", "C", "C", "C", "C", "C", "C", "C", "C", "C", "C", "Br", "C", "F", "H", "H", "H", "H", "H", "H", "H", "H", "H", "H", "S", "C", "C", "C", "C", "N", "C", "C", "C", "S", "C", "N", "H", "H", "F", "C", "F", "F", "S", "O", "O", "N", "S", "O", "O", "C", "F", "F", "F"], "xyz": [[-0.6262, -1.0110, 0.3815], [6.4058, -1.0807, 1.3963], [5.1713, -0.5909, 1.3130], [4.9596, 0.6727, 0.8081], [5.9904, 1.4147, 0.4076], [3.6669, 1.1758, 0.7359], [3.5620, 2.4335, 0.2945], [2.5650, 0.4324, 1.1176], [0.7982, 0.9799, 0.9095], [0.6075, 1.9319, 2.4603], [-0.2260, 1.4017, 3.4398], [-0.3726, 2.0479, 4.6627], [0.3123, 3.2259, 4.9071], [1.1442, 3.7641, 3.9301], [1.2919, 3.1215, 2.7134], [0.7935, 2.2668, -0.3777], [1.5491, 2.1684, -1.5413], [1.3964, 3.0992, -2.5557], [0.4773, 4.1310, -2.4244], [-0.2873, 4.2274, -1.2723], [-0.1318, 3.2987, -0.2546], [2.8125, -0.8267, 1.6781], [1.4585, -1.8615, 2.4606], [4.0945, -1.3373, 1.7661], [4.3417, -2.5305, 2.3002], [-0.7724, 0.4862, 3.2482], [-1.0261, 1.6265, 5.4155], [0.1984, 3.7315, 5.8579], [1.6757, 4.6883, 4.1184], [1.9336, 3.5492, 1.9528], [2.2401, 1.3476, -1.6735], [1.9877, 3.0060, -3.4573], [0.3496, 4.8508, -3.2230], [-1.0224, 5.0150, -1.1684], [-0.7583, 3.3739, 0.6250], [0.8476, -1.1583, -1.4582], [-0.3216, -0.8825, -2.7589], [0.0409, -1.3296, -4.0254], [-0.7735, -1.1496, -5.1352], [-0.3445, -1.6247, -6.4220], [0.0144, -2.0128, -7.4438], [-2.0043, -0.5042, -4.9673], [-2.3791, -0.0645, -3.7092], [-1.5687, -0.2274, -2.5773], [-2.1502, 0.4048, -1.0574], [-2.8905, -0.2851, -6.0818], [-3.6116, -0.0995, -6.9580], [0.9895, -1.8352, -4.1507], [-3.3324, 0.4319, -3.5880], [-4.3635, -2.0356, 0.9777], [-4.1972, -2.4715, 2.2136], [-4.7293, -3.6901, 2.3274], [-4.8237, -1.6489, 3.0569], [-2.4088, -2.5410, 2.6848], [-1.8713, -1.2859, 2.1415], [-2.4103, -2.6652, 4.1056], [-1.8108, -3.8356, 2.0373], [-1.3164, -3.9240, 0.5356], [0.0630, -4.2803, 0.4609], [-1.8077, -2.8007, -0.2635], [-2.1950, -5.4046, -0.1024], [-3.5144, -5.2538, -0.0276], [-1.8414, -6.4720, 0.6053], [-1.8500, -5.5840, -1.3714]], "mulliken_charge": [1.491, -0.306, 0.565, 0.205, -0.304, -0.030, -0.401, 0.186, 0.549, 0.465, -0.421, -0.696, -0.456, -0.726, -0.230, 0.668, -0.487, -0.896, -0.583, -0.620, -0.558, 0.242, -0.107, 0.197, -0.323, 0.360, 0.462, 0.377, 0.409, 0.419, 0.341, 0.442, 0.390, 0.407, 0.447, -0.610, 0.652, -1.040, 0.546, -0.226, -0.583, 0.699, -0.923, 0.405, -0.458, -0.209, -0.574, 0.531, 0.529, -0.181, 0.592, -0.225, -0.220, 1.032, -0.709, -0.703, -0.534, 1.190, -0.658, -0.573, 0.367, -0.205, -0.198, -0.188], "spin_multiplicity": 5, "gap_ev": [6.52, 6.72], "s2": 6.027, "relative_energy_kj_mol": 0.0, "total_charge": -1, "e_homo_ev": [-4.62, -4.84]}



{"formula": "C26H32N4O4P2PbS2Te", "method": "wB97M-V/def2-TZVPD", "elements": ["Pb", "S", "C", "C", "C", "C", "N", "C", "C", "C", "S", "C", "N", "H", "H", "C", "P", "C", "C", "C", "P", "C", "C", "H", "H", "H", "H", "H", "H", "H", "H", "H", "H", "H", "H", "H", "H", "H", "H", "C", "C", "N", "H", "H", "H", "C", "Te", "C", "C", "C", "C", "C", "C", "C", "H", "H", "H", "H", "H", "H", "H", "H", "O", "N", "O", "C", "C", "O", "O", "H", "H", "H"], "xyz": [[-0.5979, 0.0752, 1.0670], [-1.1985, -2.0885, 2.7691], [0.3450, -1.9842, 3.4625], [0.8954, -3.0512, 4.1294], [2.2154, -3.0480, 4.6398], [2.6974, -4.2371, 5.2203], [3.0823, -5.2215, 5.6750], [3.0529, -1.9467, 4.5779], [2.5728, -0.6990, 3.9098], [1.1330, -0.7223, 3.3186], [0.1793, 0.7850, 3.6022], [4.3382, -1.9537, 5.0932], [5.4119, -1.9202, 5.5244], [0.3048, -3.9506, 4.2257], [2.7646, 0.1979, 4.5085], [-4.5966, 1.9316, -0.1950], [-3.4872, 0.5039, 0.2120], [-4.2245, 0.0221, 1.8241], [-4.3862, -0.7269, -0.8706], [-3.8434, -2.1316, -0.6992], [-1.9578, -2.0481, -0.6451], [-1.6521, -3.8657, -0.6322], [-1.7161, -1.7161, -2.4458], [-5.6422, 1.6334, -0.1081], [-4.3902, 2.2573, -1.2133], [-4.3878, 2.7506, 0.4842], [-5.3122, -0.0494, 1.7582], [-3.9359, 0.7675, 2.5593], [-3.8006, -0.9347, 2.1217], [-4.2327, -0.3917, -1.9012], [-5.4629, -0.6818, -0.6627], [-4.2209, -2.7861, -1.4937], [-4.1659, -2.5467, 0.2587], [-2.2538, -4.3692, -1.3897], [-1.8984, -4.2517, 0.3550], [-0.5955, -4.0259, -0.8258], [-2.4936, -2.2003, -3.0355], [-0.7430, -2.1021, -2.7369], [-1.7405, -0.6407, -2.6143], [4.2374, -0.3227, 1.7995], [2.9268, -0.5172, 2.4554], [1.7334, -0.5554, 1.9771], [4.1225, 0.1400, 0.8230], [4.7082, -1.2993, 1.6693], [4.8845, 0.2894, 2.4290], [-0.2467, 1.8923, -3.2413], [-0.8355, 2.4121, -1.1374], [1.2155, 3.0947, -1.1792], [1.5422, 3.4612, -2.5795], [2.5317, 4.3836, -2.8813], [2.8085, 4.7255, -4.1939], [2.0823, 4.1463, -5.2186], [1.0854, 3.2318, -4.9232], [0.8079, 2.8695, -3.6118], [-1.0625, 1.9070, -3.9682], [0.1692, 0.8842, -3.2416], [1.8385, 2.2638, -0.8470], [1.3487, 3.9229, -0.4880], [3.0868, 4.8368, -2.0709], [3.5800, 5.4511, -4.4121], [2.2916, 4.4049, -6.2480], [0.5080, 2.7855, -5.7221], [-2.2703, 2.4144, 1.5023], [-1.6932, 3.5064, 1.6890], [-0.7427, 3.7838, 0.9217], [2.3420, -0.7506, -1.3533], [1.3585, -1.9278, -1.2317], [1.5948, -2.9791, -1.8213], [0.3192, -1.6852, -0.5466], [3.3383, -1.1032, -1.6082], [2.3480, -0.2004, -0.4171], [1.9842, -0.0997, -2.1516]], "mulliken_charge": [1.318, -0.598, 0.849, -1.477, 1.441, -0.321, -0.638, 0.093, -0.483, -0.044, -0.445, -0.003, -0.695, 0.417, 0.508, -1.431, 1.113, -1.429, -1.170, -1.246, 1.609, -1.497, -1.566, 0.437, 0.335, 0.372, 0.380, 0.333, 0.305, 0.309, 0.557, 0.516, 0.313, 0.402, 0.331, 0.389, 0.437, 0.510, 0.034, -1.591, 0.287, -0.147, 0.350, 0.270, 0.422, -1.427, 0.315, -1.043, 0.556, -0.679, -0.510, -0.516, -0.659, 0.746, 0.590, 0.389, 0.174, 0.576, 0.431, 0.372, 0.371, 0.414, -0.376, -0.023, -0.405, -0.055, 0.306, -0.757, -0.398, 0.404, -0.552, -0.100], "gap_ev": 5.78, "relative_energy_kj_mol": 301.3, "total_charge": -2, "e_homo_ev": -1.80}



{"formula": "C4H12N2O", "method": "wB97M-V/def2-TZVPD", "elements": ["N", "C", "C", "N", "C", "C", "O", "H", "H", "H", "H", "H", "H", "H", "H", "H", "H", "H", "H"], "xyz": [[-2.0441, 1.7006, 0.1030], [-1.6598, 0.3063, 0.3865], [-0.1298, 0.1678, 0.1480], [0.3344, 0.8665, -1.1210], [0.3757, -1.2795, 0.1569], [1.9263, -1.3940, 0.1770], [2.5472, -0.7079, -0.8593], [-2.8296, 2.1011, 0.6138], [-1.3464, 2.2900, 0.5712], [-1.6965, 0.1162, 1.4596], [-2.3261, -0.3593, -0.1479], [0.4705, 0.7508, 0.8499], [-0.4043, 0.6774, -1.7999], [0.2336, 1.8737, -1.0318], [0.0647, -1.9121, -0.6892], [-0.0703, -1.7979, 1.0194], [2.2538, -1.0043, 1.1504], [2.3002, -2.4221, 0.1851], [2.0004, 0.0269, -1.1717]], "mulliken_charge": [-0.647, -0.715, 0.193, -0.630, -0.725, -0.578, -0.588, 0.235, 0.234, 0.380, 0.370, 0.253, 0.238, 0.260, 0.307, 0.336, 0.255, 0.337, 0.486], "gap_ev": 10.34, "relative_energy_kj_mol": 153.3, "e_homo_ev": -9.48}



{"formula": "C15H13AuN5S", "method": "wB97M-V/def2-TZVPD", "elements": ["Au", "N", "C", "C", "C", "C", "C", "C", "S", "N", "C", "C", "C", "C", "C", "C", "N", "H", "H", "H", "H", "H", "H", "H", "H", "H", "N", "C", "C", "N", "C", "H", "H", "H", "H"], "xyz": [[-0.8998, 2.1286, 0.1507], [1.4324, -1.5148, -0.9487], [1.2090, -2.6788, -0.1800], [2.1952, -3.6465, -0.0986], [1.9875, -4.8041, 0.6424], [0.7968, -4.9948, 1.3163], [-0.1914, -4.0179, 1.2541], [0.0154, -2.8752, 0.5080], [-1.2801, -1.6479, 0.4271], [-0.5793, -0.4105, -0.4365], [0.5670, -0.4571, -0.9895], [0.9572, 0.7334, -1.7843], [1.7956, 0.6163, -2.8857], [2.0870, 1.7322, -3.6504], [1.5418, 2.9524, -3.2869], [0.7301, 3.0024, -2.1710], [0.4378, 1.9247, -1.4343], [2.3639, -1.3950, -1.3044], [3.1373, -3.5009, -0.6160], [2.7657, -5.5537, 0.6852], [0.6297, -5.8988, 1.8857], [-1.1245, -4.1438, 1.7896], [2.1870, -0.3508, -3.1688], [2.7244, 1.6554, -4.5206], [1.7333, 3.8545, -3.8489], [0.3073, 3.9401, -1.8407], [-3.9667, 3.1100, 2.7956], [-2.9954, 2.8067, 3.7164], [-1.9020, 2.4472, 2.9956], [-2.2084, 2.5316, 1.6551], [-3.4605, 2.9383, 1.5665], [-4.8991, 3.4170, 3.0126], [-3.1596, 2.8749, 4.7765], [-0.9337, 2.1300, 3.3386], [-4.0009, 3.0944, 0.6493]], "mulliken_charge": [0.435, -0.171, 0.267, -0.520, -0.628, -0.616, -0.534, 0.569, -0.118, -0.578, 0.709, 0.779, -0.725, -0.353, -0.680, 0.021, -0.475, 0.230, 0.340, 0.381, 0.384, 0.369, 0.417, 0.447, 0.392, 0.370, -0.065, -0.307, -0.281, -0.354, -0.081, 0.191, 0.385, 0.386, 0.413], "gap_ev": 6.81, "total_charge": 1, "e_homo_ev": -9.98}



| no. | E_tot (hartree) |
| --- | --- |
| 1 | -8090.83073 |
| 2 | -3469.85761 |
| 3 | -344.32665 |
| 4 | -1386.88983 |